{
  "formula": "C3H10N3O",
  "method": "ωB97M-V with the def2-TZVPD basis set",
  "elements": ["N", "H", "H", "N", "H", "C", "H", "H", "N", "H", "H", "C", "H", "O", "H", "H", "C"],
  "xyz": [[-1.56, -1.19, 0.96], [-0.58, -1.43, 1.12], [-2.94, -1.42, -0.60], [2.60, 0.93, -0.41], [0.14, 1.65, 1.54], [-1.26, -0.32, -1.23], [-1.67, 0.67, -0.94], [3.39, 0.95, 0.22], [1.09, 1.51, 1.25], [1.78, 1.55, 1.99], [-1.49, -2.42, -0.83], [1.40, 1.22, 0.02], [0.61, 1.18, -0.72], [-0.37, -0.42, -2.04], [2.78, 0.83, -1.40], [-2.08, -1.82, 1.54], [-1.85, -1.46, -0.45]],
  "multiplicity": 1,
  "mol_weight_g_mol": 104.1,
  "e_above_lowest_kcal_mol": 43.8,
  "total_charge": 1,
  "gap_ev": 9.847
}

---

{
  "formula": "C6H15NO2",
  "method": "ωB97M-V with the def2-TZVPD basis set",
  "elements": ["H", "H", "C", "O", "C", "H", "H", "H", "H", "H", "C", "H", "H", "N", "O", "C", "H", "H", "C", "C", "H", "H", "H", "H"],
  "xyz": [[1.50, 0.87, 0.75], [1.17, 2.22, -1.14], [0.65, 0.92, 1.41], [-0.53, -0.13, -2.74], [-1.61, -0.23, 1.77], [-1.72, 0.01, -0.75], [-1.19, -0.83, 2.58], [-2.39, -0.81, 1.28], [1.34, -2.73, 0.37], [-0.18, 2.35, -2.29], [0.28, 0.35, -1.69], [-2.06, 0.66, 2.22], [0.78, -1.91, 1.81], [-0.86, 0.44, -0.43], [1.21, -0.48, -1.31], [-0.53, 0.20, 0.82], [0.37, 1.97, 1.55], [-0.25, -1.04, -2.89], [0.57, -2.05, 0.75], [0.69, 1.77, -2.00], [1.40, 1.74, -2.83], [0.91, 0.50, 2.37], [0.84, -1.23, -0.24], [-0.39, -2.56, 0.64]],
  "multiplicity": 1,
  "mol_weight_g_mol": 133.2,
  "e_above_lowest_kcal_mol": 71.3,
  "gap_ev": 8.980
}

---

{
  "formula": "C31H34CsN8O7P",
  "method": "ωB97M-V with the def2-TZVPD basis set",
  "elements": ["C", "H", "C", "H", "C", "O", "C", "H", "C", "O", "C", "H", "H", "H", "C", "H", "H", "H", "N", "H", "C", "H", "Cs", "O", "C", "C", "H", "C", "P", "O", "H", "C", "H", "H", "C", "C", "H", "H", "C", "C", "O", "H", "N", "H", "C", "C", "N", "N", "O", "C", "N", "H", "H", "H", "H", "C", "H", "C", "C", "C", "C", "C", "N", "H", "C", "C", "H", "C", "H", "H", "C", "H", "H", "N", "C", "C", "H", "O", "H", "H", "H", "N"],
  "xyz": [[2.79, -3.98, -1.98], [5.37, -3.72, 1.21], [5.45, -2.42, 2.90], [-1.35, 0.31, -5.34], [-4.59, -0.19, 1.99], [3.58, 3.51, 0.22], [-0.65, 1.28, -3.02], [0.27, 3.57, -5.28], [1.48, -3.56, -2.09], [-2.40, 0.02, 2.82], [3.57, -2.55, 1.44], [2.01, 2.43, -2.36], [5.23, -0.97, 4.49], [2.75, 0.93, -5.59], [2.61, 2.74, 0.16], [4.54, -3.98, -0.73], [3.10, 1.33, -3.21], [-6.07, 1.09, 2.85], [-4.63, -0.59, -0.40], [0.90, -3.73, -2.98], [-5.37, -0.30, 0.69], [6.45, -2.72, 3.20], [0.31, 0.46, 0.85], [2.65, 1.47, 0.02], [1.77, 1.42, -5.56], [2.07, 1.70, -3.17], [-0.09, -2.49, -1.07], [-4.59, 2.36, 1.90], [0.91, 0.32, -2.72], [0.72, 3.40, 1.47], [0.27, 2.76, 4.70], [3.50, -3.69, -0.82], [-1.50, 0.60, -2.94], [0.16, -1.29, -4.41], [-0.56, 1.07, -5.42], [-5.00, -1.39, 2.88], [-0.48, 0.41, 4.48], [-5.26, -2.92, 1.36], [0.58, 0.66, 4.40], [1.16, 3.31, 0.30], [-6.58, -0.17, 0.63], [-4.88, 3.27, 2.43], [1.59, -2.60, 0.10], [1.64, 1.99, -6.49], [2.86, -2.99, 0.20], [4.85, -2.98, 1.79], [1.74, 2.36, -4.45], [1.40, -0.33, 4.07], [0.50, 3.47, -0.77], [2.33, 2.28, 4.33], [-0.68, 1.99, -4.31], [-5.11, -0.71, -1.28], [0.37, 3.61, -3.50], [-4.46, -1.26, 3.82], [-5.09, 2.38, 0.92], [-4.99, 1.11, 2.69], [-6.07, -1.30, 3.09], [3.20, 1.25, 4.00], [1.00, 1.98, 4.53], [4.78, -1.45, 3.63], [3.50, -1.10, 3.22], [0.41, 2.96, -4.38], [2.91, -1.66, 2.17], [-4.49, 1.12, 3.66], [-4.69, -2.75, 2.28], [0.93, -2.86, -1.02], [3.27, -4.51, -2.79], [0.94, -0.52, -4.38], [1.90, -1.03, -4.52], [-3.51, 2.40, 1.73], [-3.22, -0.83, -0.44], [-4.94, -3.55, 2.98], [-0.73, 2.02, -2.21], [0.73, 0.39, -5.53], [-3.05, -0.24, 1.81], [2.68, -0.03, 3.85], [4.23, 1.45, 3.74], [-2.79, -1.23, -1.52], [2.67, 3.30, 4.35], [-3.63, -2.84, 2.03], [-0.72, 1.63, -6.35], [-2.48, -0.61, 0.65]],
  "multiplicity": 1,
  "mol_weight_g_mol": 794.5,
  "e_above_lowest_kcal_mol": 3.4,
  "total_charge": -2,
  "gap_ev": 5.143
}

---

{
  "formula": "C39H41BrCoN6O3S3",
  "method": "ωB97M-V with the def2-TZVPD basis set",
  "elements": ["C", "H", "C", "C", "H", "O", "C", "C", "C", "H", "N", "C", "H", "H", "H", "C", "C", "H", "H", "H", "H", "H", "C", "C", "H", "C", "H", "H", "N", "S", "C", "C", "H", "H", "C", "H", "H", "C", "H", "H", "N", "H", "H", "C", "C", "C", "C", "H", "C", "C", "O", "Br", "C", "H", "C", "Co", "H", "S", "C", "H", "H", "C", "C", "H", "S", "H", "C", "H", "H", "C", "C", "O", "C", "H", "H", "H", "C", "C", "C", "C", "C", "C", "C", "H", "N", "H", "H", "H", "H", "H", "C", "H", "N", "N"],
  "xyz": [[-3.12, 0.17, 0.95], [2.82, -1.69, 2.53], [-2.24, -2.02, 2.13], [-2.43, -3.03, 1.28], [0.74, -0.36, -3.85], [2.70, -0.01, 0.78], [4.43, -0.24, -2.71], [-1.38, -1.72, -0.65], [-4.65, -1.50, 0.00], [-2.64, 4.50, 1.72], [0.68, 6.96, 0.90], [-3.63, 7.05, -0.34], [-3.89, 1.25, -2.34], [0.22, 0.90, 3.08], [4.90, -2.43, -0.61], [-3.69, 5.89, 0.45], [-2.52, -0.95, -1.34], [2.96, -4.68, 1.94], [0.76, -6.37, 1.51], [-4.24, 2.20, -0.85], [-5.26, -0.14, 1.48], [-2.40, 8.65, -1.10], [3.41, -0.36, -1.78], [1.05, 2.49, -0.47], [1.52, -5.00, -3.19], [3.39, -2.62, 2.55], [1.24, 2.12, -1.46], [5.47, -0.16, -2.39], [0.70, 1.67, 0.58], [3.90, -0.41, -0.07], [0.99, 3.78, -0.05], [4.12, -0.19, -4.07], [5.28, -1.85, 1.87], [-3.96, -2.58, -1.71], [4.11, -2.19, 0.10], [0.93, -8.07, -0.27], [-2.17, -3.75, -0.71], [1.09, -4.73, 0.14], [-3.20, 1.16, 1.40], [-0.17, 4.63, 2.99], [-0.02, 7.73, 0.18], [2.09, -4.14, 3.38], [1.43, 5.25, 2.50], [2.79, -0.25, -4.48], [2.08, -0.42, -2.19], [1.77, -0.35, -3.54], [-2.28, 0.18, -0.34], [0.90, 2.37, 3.74], [1.24, -6.64, -1.84], [-1.33, 7.26, 0.15], [1.02, -2.20, 0.74], [-2.80, -4.77, 1.88], [0.18, 1.99, 3.02], [-4.64, 5.38, 0.57], [-1.40, 6.11, 0.93], [0.80, -0.25, 0.60], [-2.30, -2.17, 3.20], [-1.90, 1.76, -1.12], [-2.46, 7.76, -0.50], [3.19, -2.67, -0.23], [-1.46, -0.07, 2.38], [0.49, 2.44, 1.64], [-3.55, -2.01, -0.88], [-0.47, -2.04, -1.15], [0.91, -3.54, 1.45], [-2.49, -0.67, -2.39], [-3.57, 2.07, -1.70], [-4.54, 7.40, -0.82], [1.30, -7.39, -2.62], [1.04, -7.03, -0.52], [0.46, 4.91, 2.14], [-1.08, 1.38, -2.31], [-1.96, -0.66, 1.61], [-5.62, -1.99, -0.05], [1.27, -0.49, -1.48], [-3.51, 2.99, -2.28], [1.28, -4.33, -1.17], [0.95, -6.07, 0.48], [1.36, -5.30, -2.16], [-2.36, -2.81, -0.19], [4.52, -2.56, 1.53], [2.46, -3.83, 2.40], [-4.46, -0.49, 0.84], [5.03, -3.53, 1.48], [-1.13, -0.58, 0.33], [-0.82, 2.31, 3.34], [2.55, -0.19, -5.53], [1.16, 4.71, -0.56], [4.91, -0.10, -4.80], [1.38, -3.28, -1.41], [-2.58, 5.39, 1.10], [3.83, -2.68, 3.54], [0.63, 3.73, 1.28], [-0.12, 5.97, 1.40]],
  "multiplicity": 2,
  "mol_weight_g_mol": 876.8,
  "e_above_lowest_kcal_mol": 114.8,
  "total_charge": 2,
  "s2": 0.7564,
  "gap_ev": [7.278, 7.144]
}

---

{
  "formula": "C5H8N2O",
  "method": "ωB97M-V with the def2-TZVPD basis set",
  "elements": ["N", "N", "O", "H", "H", "H", "C", "H", "C", "H", "H", "H", "C", "C", "C", "H"],
  "xyz": [[-0.28, -1.09, -0.92], [-1.98, -0.43, 0.87], [2.64, 0.14, 0.67], [-1.13, 2.68, -1.00], [-2.30, -1.17, 1.61], [1.14, 1.93, 0.19], [-1.16, 1.83, -0.34], [-1.19, -0.01, 1.60], [-1.34, -1.34, -0.11], [-1.84, 1.12, -0.81], [-2.06, -2.14, -0.31], [1.99, -1.67, -0.34], [1.95, -0.63, -0.17], [0.24, 1.26, -0.05], [0.63, -0.06, -0.40], [-1.76, 2.40, 0.47]],
  "multiplicity": 1,
  "mol_weight_g_mol": 112.1,
  "e_above_lowest_kcal_mol": 96.6,
  "gap_ev": 8.515
}

---

{
  "formula": "C2H4N4O2",
  "method": "ωB97M-V with the def2-TZVPD basis set",
  "elements": ["N", "N", "H", "C", "N", "H", "H", "O", "C", "O", "H", "N"],
  "xyz": [[-0.45, -1.25, -1.14], [-1.45, -0.48, -1.37], [1.70, 1.70, 1.99], [-1.52, 0.66, -0.61], [0.43, -0.53, -0.22], [1.74, -1.10, 0.84], [-2.24, 1.35, -0.85], [0.81, -1.46, 0.70], [-0.43, 0.55, 0.18], [1.19, 0.93, 1.40], [0.13, -1.93, -1.78], [0.10, 1.57, 0.86]],
  "multiplicity": 1,
  "mol_weight_g_mol": 116.1,
  "e_above_lowest_kcal_mol": 150.8,
  "gap_ev": 8.055
}

---

{
  "formula": "C2H5N5O",
  "method": "ωB97M-V with the def2-TZVPD basis set",
  "elements": ["O", "H", "N", "C", "H", "H", "N", "N", "H", "N", "H", "N", "C"],
  "xyz": [[0.30, 0.48, 0.10], [0.02, 1.10, 3.36], [-0.13, 0.56, -2.59], [0.31, 0.14, 1.47], [0.54, -2.75, -0.27], [-1.09, 0.82, -1.98], [0.43, -1.50, 0.22], [0.42, -1.15, 1.42], [-0.26, 0.34, -3.59], [0.06, 1.38, 2.28], [-1.08, 1.69, 2.12], [0.18, -0.66, -1.88], [0.31, -0.46, -0.66]],
  "multiplicity": 1,
  "mol_weight_g_mol": 115.1,
  "e_above_lowest_kcal_mol": 134.8,
  "gap_ev": 7.795
}

---

{
  "formula": "C2H8NS",
  "method": "ωB97M-V with the def2-TZVPD basis set",
  "elements": ["C", "H", "S", "H", "H", "H", "N", "H", "C", "H", "H", "H"],
  "xyz": [[1.60, -0.38, -0.70], [2.70, 1.42, 0.81], [-2.38, -0.46, -0.43], [2.64, -0.91, -0.81], [1.40, 2.20, 0.90], [1.89, 0.35, -1.44], [1.74, 1.34, 1.18], [-1.75, -1.22, -1.27], [1.15, 0.04, 0.69], [0.03, 0.21, 0.66], [0.95, -1.17, -1.20], [1.56, -0.89, 1.15]],
  "multiplicity": 1,
  "mol_weight_g_mol": 78.2,
  "e_above_lowest_kcal_mol": 30.5,
  "total_charge": -1,
  "gap_ev": 6.500
}

---

{
  "formula": "C40H45BrCaF4N2OPSi",
  "method": "ωB97M-V with the def2-TZVPD basis set",
  "elements": ["H", "C", "C", "H", "C", "O", "H", "C", "H", "C", "C", "H", "F", "H", "C", "Si", "C", "H", "H", "C", "H", "C", "H", "C", "C", "H", "H", "H", "H", "C", "F", "H", "C", "H", "Ca", "H", "H", "H", "C", "H", "H", "F", "H", "C", "H", "Br", "H", "H", "C", "C", "N", "H", "C", "C", "C", "C", "H", "P", "H", "H", "H", "C", "H", "H", "H", "C", "H", "C", "H", "C", "C", "H", "C", "H", "C", "C", "C", "C", "H", "C", "C", "N", "C", "C", "C", "H", "C", "H", "F", "H", "C", "H", "H", "C", "H", "H"],
  "xyz": [[0.18, -4.58, -2.51], [-2.30, -0.38, 2.94], [-3.60, -3.41, -3.13], [-1.46, -2.56, -5.19], [0.47, -2.09, 2.98], [1.08, 0.13, -3.42], [-0.30, -3.93, 3.76], [-3.21, -2.63, 2.36], [1.30, -0.06, -5.43], [3.29, -0.17, 1.88], [5.55, 0.07, 2.64], [-3.72, -3.82, -4.14], [7.18, -1.44, 1.88], [1.87, -2.34, -2.56], [0.86, 4.64, 2.99], [-1.77, -3.07, -2.80], [-0.60, 3.42, -1.10], [-1.29, -5.39, -1.97], [-2.15, 2.08, -4.83], [3.59, -1.32, 1.13], [-4.18, -2.49, -3.06], [5.88, -1.05, 1.89], [1.66, 0.48, 4.82], [-0.70, 3.21, -3.64], [-2.39, 2.62, 0.33], [-3.65, 3.58, 1.77], [2.85, -1.69, -1.23], [0.35, -2.42, 1.95], [-3.80, -4.60, 1.74], [-2.11, -2.37, -0.19], [5.31, -2.85, 0.53], [-1.71, 0.41, 2.48], [-3.30, -3.69, 1.45], [-0.29, 1.59, 3.86], [-0.22, -0.36, -0.55], [-4.03, -4.13, -2.43], [-0.01, -2.14, -4.27], [-1.77, -0.74, 3.82], [-3.09, 2.64, 1.65], [-3.25, 0.05, 3.26], [2.68, 2.63, 0.96], [6.49, 0.71, 3.36], [2.34, 1.18, -4.68], [-2.52, -1.50, 1.97], [-0.63, 2.41, -5.63], [2.90, 1.30, -1.54], [3.35, -1.42, -2.89], [1.09, 4.32, -3.04], [4.23, 0.49, 2.65], [-0.88, -4.72, -2.73], [-1.55, -2.12, -1.38], [1.10, 3.73, -4.70], [-2.76, -3.57, 0.21], [-1.18, 3.29, 0.16], [-2.95, 2.00, -0.79], [0.99, -0.83, 3.25], [0.72, 5.69, 3.23], [1.52, 0.20, 1.83], [2.74, -0.54, -4.51], [-3.61, -2.70, 3.36], [-2.80, -4.40, -0.49], [-1.10, -2.12, -4.26], [-2.84, 1.67, -2.90], [1.36, 2.61, -3.35], [-0.95, -5.23, -3.70], [-1.21, 2.90, -2.24], [-0.69, 3.73, 1.02], [-2.37, 2.15, -2.04], [-0.01, -3.24, 6.13], [1.56, -0.29, -2.18], [0.11, 3.67, 3.64], [0.34, 3.96, -1.18], [1.92, 0.17, -4.56], [-1.21, 4.14, -3.93], [0.80, 3.48, -3.68], [0.27, -2.57, 5.32], [0.30, 2.33, 3.34], [-1.07, 2.15, -4.67], [-2.39, 2.57, 2.48], [1.19, -0.47, 4.59], [1.79, 4.26, 2.02], [-2.00, -1.36, 0.74], [1.97, 2.92, 1.72], [2.48, -1.49, -2.23], [4.89, -1.72, 1.19], [-0.69, 1.18, -4.37], [0.83, -1.33, 5.61], [-3.86, 1.43, -0.68], [3.92, 1.53, 3.47], [-1.40, -1.08, -4.23], [0.11, -2.96, 4.00], [-0.62, 3.96, 4.38], [2.37, 5.01, 1.50], [1.24, 1.93, 2.39], [-3.81, 1.82, 1.73], [0.99, -1.03, 6.64]],
  "multiplicity": 1,
  "mol_weight_g_mol": 824.8,
  "e_above_lowest_kcal_mol": 2.6,
  "total_charge": -1,
  "gap_ev": 6.885
}

---

{
  "formula": "C14H11FeN4O6S5",
  "method": "ωB97M-V with the def2-TZVPD basis set",
  "elements": ["S", "C", "S", "H", "O", "C", "C", "H", "H", "H", "O", "H", "C", "H", "N", "C", "C", "O", "C", "C", "N", "S", "N", "C", "C", "C", "H", "H", "H", "S", "Fe", "N", "C", "O", "S", "H", "C", "C", "O", "O", "H"],
  "xyz": [[2.40, -2.62, -1.37], [-1.41, -1.23, 3.03], [3.34, 0.35, -0.37], [-1.36, 0.46, -2.95], [-3.54, -1.73, -0.48], [-0.09, -0.49, 3.22], [-3.19, -2.19, 1.74], [-1.56, -1.05, 0.90], [4.10, 4.63, -1.69], [2.47, 1.00, -4.59], [-4.84, -3.62, 5.18], [5.44, 3.93, -3.65], [2.82, 1.81, -3.96], [1.96, 3.56, -1.20], [-3.80, -2.98, 5.30], [3.75, 3.84, -2.34], [-2.01, -1.44, 1.80], [-4.74, -3.25, 0.43], [-0.09, 1.51, -1.73], [4.04, 2.42, -4.24], [-3.87, -2.41, 0.48], [0.10, 2.15, -0.17], [0.81, 1.57, -2.72], [-2.00, -1.74, 4.18], [4.50, 3.44, -3.43], [-3.77, -2.72, 2.87], [4.62, 2.08, -5.08], [-1.90, 0.65, -1.36], [-4.67, -3.30, 2.81], [0.65, -1.71, -0.91], [1.28, 0.04, 0.46], [-1.25, 0.94, -2.07], [2.06, 2.22, -2.87], [-3.27, -2.75, 6.36], [3.71, -1.03, -1.83], [-1.53, -1.56, 5.14], [-3.17, -2.47, 4.09], [2.53, 3.24, -2.05], [0.22, -0.18, 4.35], [0.64, -0.31, 2.18], [0.60, 0.96, -3.50]],
  "multiplicity": 5,
  "mol_weight_g_mol": 547.4,
  "total_charge": -1,
  "s2": 6.0219,
  "gap_ev": [5.112, 5.159]
}

---

Computed values of E (unit: Ha) for the preceding records, in sequence: -359.57011, -442.76752, -2528.13461, -7215.67855, -379.93427, -447.86209, -428.00837, -533.92249, -6018.04474, -4465.25510.